# 1
ORCA calculation (the ωB97M-V functional and the def2-TZVPD basis) on a cluster of 2 separate species, C4H8FNS in total.

The geometry in XYZ format:
```
15
C4H8FNS | the OMol25 dataset | the ωB97M-V functional and the def2-TZVPD basis
C 0.817 -1.800 -0.111
N -0.348 -1.404 -0.031
C -0.354 -0.053 0.528
C 1.139 0.456 0.520
C 1.897 -0.820 0.352
H 1.147 -2.797 -0.469
H -0.676 -0.188 1.566
H -1.054 0.503 -0.129
H 1.233 1.062 1.392
H 1.064 0.996 -0.450
H 2.756 -0.726 -0.290
H 2.329 -1.381 1.241
F -3.313 3.130 -0.917
S -2.792 1.856 -1.860
H -3.845 1.167 -1.342
```

Energy relative to the best compared isomer or geometry (same formula, charge and spin)   1.4287 eV
Electronic energy   -709.93662 Eh
Gap between HOMO and LUMO   0.344 Eh
SMILES   C1=NCCC1.FS
LUMO level   -0.26 eV
E_HOMO   -9.63 eV



# 2
ORCA calculation (the ωB97M-V functional and the def2-TZVPD basis) on a structure of composition C3H4N2OS.

The geometry in XYZ format:
```
11
C3H4N2OS | the OMol25 dataset | the ωB97M-V functional and the def2-TZVPD basis
C 3.406 -0.964 0.582
C -0.539 0.300 -0.117
C 2.058 -0.593 0.562
N 4.454 -1.445 0.428
N 0.983 2.580 -0.622
O 1.911 3.312 -0.558
S 1.300 0.392 -0.609
H -0.749 0.997 0.794
H -0.653 -0.731 0.168
H -1.341 0.526 -0.901
H 1.516 -1.118 1.312
```

Energy relative to the best compared isomer or geometry (same formula, charge and spin)   5.4922 eV
Electronic energy   -699.47030 Eh
Gap between HOMO and LUMO (spin up / spin down)   0.305 / 0.253 Eh
LUMO level (spin up / spin down)   0.14 / -1.64 eV
E_HOMO (spin up / spin down)   -8.15 / -8.52 eV



# 3
ORCA calculation (the ωB97M-V functional and the def2-TZVPD basis) on a cluster of 4 separate species, C4H16NO4 in total.

The geometry in XYZ format:
```
25
C4H16NO4 | the OMol25 dataset | the ωB97M-V functional and the def2-TZVPD basis
C -0.428 -1.134 -1.950
C -1.273 0.241 -1.755
N -1.114 0.979 -0.493
C -0.037 1.966 -0.506
C 1.153 1.370 0.224
O 0.938 0.419 1.174
H 0.323 -1.098 -2.686
H -0.120 -1.263 -0.946
H -1.206 -1.908 -2.064
H -2.326 -0.126 -1.753
H -1.026 1.057 -2.486
H -0.878 0.245 0.200
H 0.194 2.555 -1.420
H -0.305 2.911 -0.040
H 1.675 2.202 0.706
H 1.821 0.849 -0.476
H 2.539 -1.465 -0.333
H 1.812 -0.753 0.857
O 2.478 -1.543 0.597
H 0.172 -0.114 2.369
H -1.075 0.649 2.631
O -0.664 -0.169 2.973
H -0.139 -1.806 1.465
H -1.523 -1.762 2.143
O -0.991 -2.302 1.569
```

Energy relative to the best compared isomer or geometry (same formula, charge and spin)   0.9120 eV
Electronic energy   -517.69395 Eh
Gap between HOMO and LUMO   0.311 Eh
Net charge   -1
LUMO level   3.83 eV
E_HOMO   -4.62 eV



# 4
ORCA calculation (the ωB97M-V functional and the def2-TZVPD basis) on a structure of composition C4H4ClNOS.

The geometry in XYZ format:
```
12
C4H4ClNOS | the OMol25 dataset | the ωB97M-V functional and the def2-TZVPD basis
C -0.236 0.373 -0.758
C -0.134 -1.647 -1.293
C 0.061 -0.334 0.268
C 0.329 0.480 1.545
H 0.545 2.198 -1.691
H -0.336 -2.539 -1.679
H -0.228 1.601 1.411
H 1.598 0.451 1.982
N -0.583 -0.545 -1.770
O 0.166 -1.619 0.001
S -0.479 2.129 -0.854
Cl -0.704 -0.549 2.839
```

Energy relative to the best compared isomer or geometry (same formula, charge and spin)   2.7120 eV
Electronic energy   -1143.08757 Eh
Gap between HOMO and LUMO   0.368 Eh
LUMO level   0.52 eV
E_HOMO   -9.51 eV



# 5
ORCA calculation (the ωB97M-V functional and the def2-TZVPD basis) on a structure of composition C43H46Co2N3O7.

The geometry in XYZ format:
```
101
C43H46Co2N3O7 | the OMol25 dataset | the ωB97M-V functional and the def2-TZVPD basis
C 6.672 1.835 0.973
O 6.170 0.494 1.203
C 4.836 0.297 1.036
C 3.957 1.332 0.627
C 2.656 1.005 0.276
C 2.150 -0.304 0.451
C 0.774 -0.605 0.122
N 0.430 -1.806 -0.508
C 1.286 -2.768 -1.162
C 1.092 -4.138 -0.898
C -0.025 -4.700 -0.025
C 0.540 -5.236 1.288
C -0.812 -5.793 -0.756
C 2.012 -5.059 -1.402
C 3.054 -4.651 -2.227
C 3.149 -3.313 -2.602
C 2.240 -2.366 -2.132
C 2.246 -0.981 -2.782
C 1.609 -1.038 -4.171
C 3.661 -0.409 -2.838
N -0.911 -1.906 -0.587
N -1.389 -0.705 -0.184
C -2.826 -0.496 -0.262
C -3.652 -1.235 0.607
C -3.026 -2.178 1.628
C -3.911 -3.363 2.021
C -2.559 -1.393 2.843
C -5.037 -1.085 0.522
C -5.601 -0.245 -0.441
C -4.785 0.386 -1.378
C -3.395 0.230 -1.332
C -2.579 0.749 -2.516
C -2.711 2.260 -2.660
C -2.981 0.077 -3.835
C -0.370 0.106 0.296
C -0.635 1.518 0.713
C 3.043 -1.318 0.893
C 4.354 -1.031 1.200
H 7.741 1.726 1.148
H 6.476 2.166 -0.060
H 6.233 2.558 1.680
H 4.301 2.369 0.523
H 1.999 1.760 -0.163
H -0.718 -3.880 0.180
H 1.129 -4.465 1.801
H -0.273 -5.555 1.951
H 1.194 -6.097 1.091
H -1.216 -5.405 -1.698
H -0.167 -6.654 -0.979
H -1.646 -6.133 -0.131
H 1.906 -6.113 -1.133
H 3.781 -5.371 -2.607
H 3.918 -2.984 -3.302
H 1.639 -0.312 -2.160
H 0.591 -1.442 -4.109
H 1.554 -0.035 -4.604
H 2.196 -1.680 -4.840
H 4.185 -0.559 -1.887
H 4.246 -0.877 -3.640
H 3.617 0.669 -3.029
H -2.146 -2.607 1.131
H -4.248 -3.910 1.132
H -3.334 -4.057 2.643
H -4.783 -3.034 2.600
H -1.876 -0.586 2.549
H -3.425 -0.939 3.341
H -2.043 -2.049 3.551
H -5.681 -1.632 1.217
H -6.683 -0.097 -0.465
H -5.225 0.995 -2.176
H -1.526 0.508 -2.326
H -2.402 2.778 -1.748
H -2.082 2.610 -3.485
H -3.750 2.540 -2.871
H -2.878 -1.012 -3.772
H -4.018 0.320 -4.101
H -2.331 0.429 -4.643
H -1.661 1.767 0.387
H 0.027 2.145 0.094
H 2.663 -2.332 1.015
H 5.049 -1.802 1.536
O -1.728 5.996 6.012
C -1.265 6.073 4.958
Co -0.702 6.392 3.327
C -2.314 6.406 2.579
O -3.375 6.511 2.135
C -0.386 8.078 3.777
O -0.277 9.197 4.037
C 0.228 4.400 3.171
C -0.097 3.411 2.312
C -0.467 1.998 2.178
Co 0.247 4.948 1.444
C -1.197 4.667 0.495
O -2.202 4.490 -0.060
C 1.650 4.840 0.386
O 2.602 4.655 -0.250
C 0.193 6.813 1.444
O 0.368 7.818 0.869
H 0.779 4.265 4.113
H -1.387 1.813 2.757
H 0.272 1.344 2.673
```

Electronic energy   -5122.29848 Eh
Gap between HOMO and LUMO   0.253 Eh
Net charge   +1
LUMO level   -3.28 eV
E_HOMO   -10.16 eV